69
Properties=species:S:1:pos:R:3:nbo_charge:R:1 method="wB97M-V/def2-TZVPD" charge=+1 homo_energy_ev=-9.43 homo_lumo_gap_ha=0.207 multiplicity=1
C -6.0656 -2.3121 3.2673 -0.261
O -6.2447 -1.1603 2.4119 -0.481
C -5.2191 -0.2814 2.2756 0.349
C -5.4273 0.7982 1.3833 -0.245
C -4.4007 1.6986 1.1391 -0.218
C -3.1357 1.4911 1.7084 0.110
N -2.0951 2.4000 1.4066 -0.274
C -0.7695 2.1417 1.1849 0.352
C -0.0879 0.8455 1.1477 0.448
C 1.1466 0.7462 0.3732 -0.376
C 1.9501 -0.3270 0.5576 -0.017
C 3.3881 -0.2723 0.3410 -0.032
C 4.2682 -0.9509 1.2113 -0.196
C 5.6427 -0.9031 0.9982 -0.207
C 6.1573 -0.1942 -0.0984 -0.190
C 5.2925 0.5077 -0.9463 -0.213
C 3.9167 0.5025 -0.7085 -0.211
O -0.5380 -0.1570 1.7450 -0.523
N -0.1718 3.3360 1.0030 -0.280
C 1.2463 3.6194 0.8968 -0.415
C -1.1220 4.3486 1.0066 -0.033
C -2.3114 3.7802 1.2586 -0.033
C -2.9658 0.4952 2.6683 -0.151
C -3.9865 -0.4031 2.9579 -0.302
H -7.0212 -2.8310 3.2042 0.215
H -5.2546 -2.9604 2.9014 0.190
H -5.8624 -2.0142 4.3074 0.185
H -6.3921 0.8957 0.8900 0.243
H -4.5747 2.5484 0.4729 0.222
H 1.3517 1.5110 -0.3708 0.212
H 1.5693 -1.1826 1.1142 0.245
H 3.8410 -1.5009 2.0544 0.222
H 6.3169 -1.4077 1.6936 0.229
H 7.2338 -0.1660 -0.2748 0.228
H 5.6840 1.0797 -1.7895 0.224
H 3.2368 1.0586 -1.3594 0.210
H 1.4028 4.6409 1.2647 0.231
H 1.8453 2.9317 1.5079 0.249
H 1.5892 3.5868 -0.1477 0.226
H -0.8441 5.3753 0.8383 0.251
H -3.2813 4.2215 1.4017 0.259
H -2.0249 0.4001 3.2001 0.250
H -3.8179 -1.1975 3.6874 0.238
C -2.4110 1.9538 -3.2144 -0.207
C -2.8079 1.2651 -2.0595 -0.219
C -2.0356 0.2170 -1.5742 -0.236
C -0.8377 -0.1328 -2.2141 -0.054
C -0.0208 -1.2558 -1.6081 0.510
C 1.3628 -1.3198 -1.9081 -0.324
N 2.0816 -2.4996 -1.7526 -0.245
C 1.7210 -3.4555 -0.8214 -0.010
C 2.5628 -4.5076 -0.5289 -0.204
C 3.7951 -4.6252 -1.1642 -0.190
C 4.1212 -3.6867 -2.1510 -0.220
C 3.2648 -2.6543 -2.4500 0.027
O -0.6038 -2.0250 -0.8151 -0.672
C -0.4758 0.5124 -3.4017 -0.212
C -1.2473 1.5700 -3.8898 -0.219
H -3.0199 2.7792 -3.5849 0.220
H -3.7298 1.5252 -1.5395 0.212
H -2.3662 -0.3685 -0.7151 0.247
H 1.8256 -0.5969 -2.5801 0.202
H 0.7377 -3.3520 -0.3899 0.286
H 2.2089 -5.2297 0.2037 0.239
H 4.4807 -5.4289 -0.9177 0.235
H 5.0484 -3.7471 -2.7183 0.240
H 3.4311 -1.9135 -3.2321 0.225
H 0.3918 0.1520 -3.9549 0.215
H -0.9427 2.0850 -4.8031 0.222

78
Properties=species:S:1:pos:R:3:lowdin_charge:R:1 method="wB97M-V/def2-TZVPD" homo_energy_ev=-7.23 de_lowest_kcal_mol=62.8 homo_lumo_gap_ha=0.261 multiplicity=1
Sn -0.8980 1.1311 -0.9500 1.337
O 1.5589 -1.1517 -4.1459 0.113
C 1.2205 -0.8357 -3.0239 -0.394
N 0.1173 -1.3054 -2.3718 -0.017
C -1.0245 -1.7657 -3.1201 -0.150
C -1.0656 -3.0635 -3.6089 -0.016
C -2.1884 -3.5301 -4.2643 -0.087
C -3.2851 -2.6864 -4.4073 -0.080
C -3.2328 -1.3860 -3.9429 -0.016
C -2.0865 -0.8780 -3.3161 -0.199
N -2.0264 0.4622 -2.8535 -0.040
C -2.5636 1.3994 -3.6904 -0.489
O -2.8224 1.2500 -4.8793 0.042
C -2.8876 2.7714 -3.1110 -0.235
C -2.9537 3.8514 -3.9849 -0.007
C -3.3094 5.0914 -3.4880 -0.063
C -3.6129 5.2100 -2.1381 -0.072
C -3.5389 4.0774 -1.3474 -0.150
N -3.1793 2.8828 -1.8167 0.039
C 1.9467 0.2764 -2.3018 -0.151
C 3.3054 0.4528 -2.4896 0.019
C 3.9269 1.5157 -1.8529 -0.026
C 3.1641 2.3725 -1.0728 -0.020
C 1.8014 2.1429 -0.9708 -0.147
N 1.2056 1.1126 -1.5690 -0.054
H -0.2083 -3.7047 -3.4719 0.085
H -2.2126 -4.5401 -4.6544 0.099
H -4.1871 -3.0434 -4.8894 0.101
H -4.0819 -0.7312 -4.0808 0.115
H -2.7370 3.6862 -5.0309 0.116
H -3.3561 5.9542 -4.1401 0.105
H -3.9055 6.1603 -1.7105 0.099
H -3.7820 4.1207 -0.2905 0.105
H 3.8355 -0.2336 -3.1365 0.128
H 4.9924 1.6750 -1.9659 0.115
H 3.6122 3.2105 -0.5553 0.113
H 1.1569 2.7946 -0.3873 0.046
N -0.6545 -2.1552 7.4992 0.112
C -0.3614 -1.6444 6.2585 -0.312
C -1.1344 -1.9943 5.1445 -0.022
C -0.7967 -1.5417 3.8854 -0.043
C 0.3174 -0.7216 3.7252 -0.289
C 1.0896 -0.3551 4.8224 -0.071
C 0.7466 -0.8034 6.0773 -0.022
S 0.8867 -0.2651 2.1292 0.744
O 2.3191 -0.3494 2.1050 -0.261
O 0.1960 -1.3981 1.3251 -0.306
N 0.3119 1.0244 1.4925 -0.173
C 0.3830 2.2557 2.1281 -0.450
N 0.2104 3.3357 1.3533 0.079
C 0.2214 4.5195 1.9537 -0.118
C 0.4123 4.6726 3.3165 -0.059
C 0.6298 3.5043 4.0198 -0.121
N 0.6324 2.3056 3.4479 0.130
H -1.5356 -2.6122 7.6415 0.095
H -0.2190 -1.7564 8.3098 0.094
H -1.9944 -2.6421 5.2737 0.114
H -1.3903 -1.8255 3.0272 0.121
H 1.9553 0.2781 4.6805 0.111
H 1.3435 -0.5188 6.9372 0.113
H 0.0827 5.3771 1.3014 0.113
H 0.4122 5.6399 3.7963 0.098
H 0.8128 3.5193 5.0902 0.112
C 3.5051 -2.5618 0.0329 -0.162
Si 1.7408 -3.1668 -0.1140 0.554
C 1.3312 -4.1514 1.4270 -0.169
C 1.5552 -4.2318 -1.6313 -0.170
C 0.5111 -1.7112 -0.0795 -0.238
C -0.1523 -1.0075 -0.9891 -0.249
H 4.1229 -3.3236 0.5175 0.037
H 3.5473 -1.6571 0.6411 0.008
H 3.9474 -2.3406 -0.9414 0.026
H 1.8884 -5.0926 1.4534 0.036
H 0.2631 -4.3871 1.4769 0.040
H 1.5903 -3.5791 2.3233 0.032
H 2.3408 -4.9938 -1.6402 0.041
H 1.6457 -3.6497 -2.5518 0.019
H 0.5883 -4.7409 -1.6350 0.038

80
Properties=species:S:1:pos:R:3:lowdin_charge:R:1 method="wB97M-V/def2-TZVPD" charge=-2 homo_energy_ev=-2.23 de_lowest_kcal_mol=119.4 homo_lumo_gap_ha=0.228 multiplicity=1
Cs -0.0703 -0.7540 0.2514 1.307
O 2.8876 3.9046 1.1452 0.035
C 2.1199 4.9362 1.5187 -0.284
C 2.6871 6.2145 1.5695 -0.038
C 1.9311 7.2989 1.9655 -0.129
C 0.5958 7.1347 2.3181 -0.129
C 0.0359 5.8682 2.2642 -0.050
C 0.7712 4.7567 1.8681 -0.076
C 0.1695 3.3771 1.8061 -0.457
O 0.9082 2.4411 1.3995 -0.059
N -1.0908 3.3027 2.2176 0.022
N -1.5807 2.0242 2.1341 0.027
C -2.7158 1.8558 2.7028 -0.128
C -3.3443 0.5421 2.7831 -0.233
C -4.4562 0.3082 3.5224 -0.056
C -5.1044 -0.9918 3.4803 -0.110
C -4.5420 -2.0290 2.8570 -0.067
C -3.1917 -1.8960 2.2379 -0.177
N -2.6834 -0.5246 2.1828 -0.030
H 2.2569 3.1034 1.2049 0.057
H 3.7275 6.3155 1.2892 0.102
H 2.3871 8.2819 1.9999 0.085
H -0.0014 7.9830 2.6286 0.080
H -0.9999 5.7018 2.5258 0.094
H -3.2327 2.6929 3.1876 0.105
H -4.8745 1.1087 4.1173 0.088
H -6.0843 -1.0924 3.9322 0.087
H -5.0589 -2.9770 2.7678 0.103
H -2.4557 -2.5633 2.6999 0.143
O 0.8686 -1.9671 -4.1909 0.020
C 1.7498 -2.9716 -4.0852 -0.273
C 1.9347 -3.8057 -5.1900 -0.032
C 2.8537 -4.8332 -5.1372 -0.120
C 3.5998 -5.0497 -3.9848 -0.120
C 3.4022 -4.2310 -2.8867 -0.043
C 2.4809 -3.1869 -2.9048 -0.065
C 2.2573 -2.3157 -1.6929 -0.478
O 1.5124 -1.2928 -1.8226 -0.289
N 2.9274 -2.7223 -0.6338 0.030
N 2.5746 -2.0814 0.5261 -0.070
C 3.4294 -2.1591 1.4690 -0.126
C 3.1524 -1.5503 2.7828 -0.266
C 4.1311 -1.6069 3.7784 -0.049
C 3.8921 -0.9869 4.9917 -0.097
C 2.6910 -0.3230 5.1754 -0.081
C 1.7739 -0.3257 4.1289 -0.129
N 1.9827 -0.9297 2.9732 0.105
H 0.9661 -1.4734 -3.3084 0.068
H 1.3402 -3.6219 -6.0744 0.105
H 2.9871 -5.4751 -6.0009 0.088
H 4.3208 -5.8556 -3.9386 0.083
H 3.9506 -4.3837 -1.9687 0.096
H 4.4019 -2.6353 1.3055 0.106
H 5.0623 -2.1214 3.5833 0.098
H 4.6384 -1.0128 5.7779 0.094
H 2.4597 0.1956 6.0966 0.091
H 0.8248 0.1916 4.2177 0.113
C -0.1583 0.7778 -5.2669 -0.065
N -0.5810 1.8952 -4.4606 -0.201
C -1.9119 2.4059 -4.6512 -0.056
C 0.2214 2.4370 -3.5125 -0.330
O -0.0691 3.3987 -2.8370 0.023
H -0.1744 1.0391 -6.3313 0.085
H -0.7953 -0.0945 -5.1084 0.088
H 0.8523 0.4892 -4.9935 0.077
H -2.0047 2.9349 -5.6082 0.085
H -2.1406 3.0955 -3.8409 0.084
H -2.6315 1.5815 -4.6451 0.088
H 1.1885 1.9144 -3.4216 0.141
O -2.6282 -0.5108 0.7423 -0.309
C -3.0557 -1.9749 0.6862 -0.475
C -4.3116 -2.1023 -0.1934 -0.097
C -4.0190 -3.3211 -1.0440 -0.106
C -2.5439 -3.6496 -0.7225 -0.577
O -1.9658 -4.5762 -1.2833 -0.035
N -2.0531 -2.8316 0.2213 -0.001
H -4.3923 -1.1882 -0.7857 0.114
H -5.2244 -2.1729 0.3998 0.096
H -4.1221 -3.1540 -2.1164 0.101
H -4.6359 -4.1866 -0.7916 0.101

74
Properties=species:S:1:pos:R:3:lowdin_spin:R:1 method="wB97M-V/def2-TZVPD" homo_energy_ev="-7.93 / -7.96" de_lowest_kcal_mol=7.6 s_squared=12.032 homo_lumo_gap_ha="0.228 / 0.300" multiplicity=7
Eu 0.0227 0.6857 0.2475 6.117
C 3.7024 2.1480 -2.0425 0.000
C 2.2042 2.2288 -1.8914 -0.001
C 1.6386 3.1438 -0.9930 -0.005
C 2.5019 3.8633 0.0163 0.000
C 0.2686 3.4297 -1.0628 -0.003
C -0.2643 4.6958 -0.4297 0.000
C -0.5617 2.6563 -1.8879 -0.003
C -2.0347 2.9852 -1.9845 0.000
C -0.0080 1.6649 -2.7192 -0.003
C -0.9014 0.9941 -3.7399 0.000
C 1.3808 1.4607 -2.7251 -0.002
C 2.0085 0.4655 -3.6731 0.000
H 4.1203 1.2689 -1.5445 0.000
H 4.1865 3.0281 -1.6233 0.000
H 3.9667 2.0966 -3.0995 0.000
H 2.9465 4.7757 -0.3949 0.000
H 3.3105 3.2159 0.3504 0.000
H 1.9143 4.1415 0.8911 0.000
H -0.7143 4.5430 0.5486 0.000
H -1.0187 5.1432 -1.0783 0.000
H 0.5376 5.4232 -0.3093 0.000
H -2.2137 3.7000 -2.7987 0.000
H -2.4055 3.4276 -1.0627 0.000
H -2.6283 2.1006 -2.1794 0.000
H -1.6968 0.4119 -3.2763 0.000
H -0.3464 0.3323 -4.3985 0.000
H -1.3785 1.7594 -4.3594 0.000
H 2.1283 0.9002 -4.6739 0.000
H 1.4021 -0.4321 -3.7730 0.000
H 2.9905 0.1534 -3.3253 0.000
S -1.0682 2.5398 2.0896 -0.017
C -0.1846 1.5145 3.1266 -0.001
N 0.2599 0.3292 2.7185 -0.011
C 0.9718 -0.3214 3.7041 -0.001
C 1.5705 -1.5763 3.5860 0.000
C 2.2481 -2.0923 4.6721 0.000
C 2.3416 -1.3782 5.8725 0.000
C 1.7531 -0.1299 6.0032 0.000
C 1.0704 0.3911 4.9112 0.000
S 0.2481 1.9249 4.7652 0.000
H 1.4986 -2.1215 2.6529 0.000
H 2.7197 -3.0656 4.5935 0.000
H 2.8803 -1.8055 6.7095 0.000
H 1.8246 0.4293 6.9286 0.000
S 2.8250 0.2840 0.6796 -0.021
C 2.4203 -0.9312 -0.4396 -0.001
N 1.1726 -1.1836 -0.7949 -0.011
C 1.1059 -2.2108 -1.7573 -0.001
C -0.0436 -2.7223 -2.3572 0.000
C 0.0823 -3.7206 -3.3101 0.000
C 1.3314 -4.2259 -3.6717 0.000
C 2.4802 -3.7394 -3.0744 0.000
C 2.3522 -2.7373 -2.1205 -0.001
S 3.6105 -1.9218 -1.2362 0.000
H -1.0086 -2.3282 -2.0750 0.000
H -0.8113 -4.1198 -3.7779 0.000
H 1.4070 -5.0058 -4.4205 0.000
H 3.4562 -4.1267 -3.3439 0.000
O -5.7206 -2.8323 4.5018 0.000
C -5.4566 -3.4168 3.3090 0.000
O -5.8827 -4.5136 3.0881 0.000
C -4.6348 -2.6304 2.3375 0.000
C -3.7894 -1.5941 2.7148 0.000
C -3.0575 -0.8955 1.7677 0.000
C -3.1545 -1.2101 0.4072 -0.003
S -2.2657 -0.3391 -0.8474 -0.030
C -3.9935 -2.2708 0.0383 -0.001
C -4.7175 -2.9687 0.9902 0.000
H -5.4029 -1.9264 4.5026 0.000
H -3.6594 -1.3328 3.7626 0.000
H -2.4165 -0.0934 2.0880 0.000
H -4.0614 -2.5395 -1.0093 0.000
H -5.3596 -3.7963 0.7075 0.000

81
Properties=species:S:1:pos:R:3:lowdin_spin:R:1 method="wB97M-V/def2-TZVPD" charge=+1 homo_energy_ev="-10.95 / -10.57" de_lowest_kcal_mol=0.0 s_squared=0.758 homo_lumo_gap_ha="0.301 / 0.261" multiplicity=2
Re 0.4120 -0.7642 -0.2011 0.856
O 0.9222 -1.3582 1.7003 0.050
C 0.7146 -0.0764 1.6820 -0.020
C 1.7564 0.9096 2.0914 -0.002
C 1.7429 1.5883 3.3003 -0.002
C 2.7563 2.4943 3.5829 0.000
C 3.7645 2.7296 2.6574 -0.001
C 3.7736 2.0504 1.4465 0.000
C 2.7743 1.1296 1.1613 -0.003
P 2.5748 0.1839 -0.3913 0.027
C 3.9132 -1.0356 -0.4444 0.003
C 3.6970 -2.2113 -1.1596 0.000
C 4.7142 -3.1482 -1.2793 0.000
C 5.9436 -2.9184 -0.6818 0.000
C 6.1613 -1.7480 0.0344 0.000
C 5.1525 -0.8064 0.1504 0.000
C 2.9427 1.3647 -1.7110 0.011
C 3.6776 0.9744 -2.8254 0.002
C 3.8895 1.8725 -3.8615 0.000
C 3.3702 3.1560 -3.7869 0.001
C 2.6343 3.5468 -2.6753 0.000
C 2.4164 2.6532 -1.6412 0.002
H 0.9475 1.4153 4.0146 0.000
H 2.7520 3.0302 4.5228 0.000
H 4.5365 3.4560 2.8732 0.000
H 4.5387 2.2680 0.7110 0.000
H 2.7384 -2.3924 -1.6279 0.000
H 4.5426 -4.0576 -1.8397 0.000
H 6.7352 -3.6505 -0.7726 0.000
H 7.1204 -1.5680 0.5020 0.000
H 5.3354 0.0995 0.7124 0.000
H 4.0855 -0.0265 -2.8881 0.000
H 4.4623 1.5666 -4.7268 0.000
H 3.5381 3.8547 -4.5959 0.000
H 2.2278 4.5479 -2.6172 0.000
H 1.8330 2.9580 -0.7799 0.000
C 2.2640 -2.1292 5.3496 0.000
C 0.9545 -2.4655 4.6949 0.000
C -0.1821 -1.6918 4.9211 0.000
C -1.3851 -1.9933 4.3080 0.000
C -1.4560 -3.0799 3.4479 0.001
C -0.3447 -3.8796 3.2267 0.000
C 0.8503 -3.5658 3.8491 0.000
S -3.0261 -3.4580 2.7464 0.000
O -3.8628 -4.0186 3.7593 0.000
O -3.4929 -2.2776 2.0402 0.000
N -2.7298 -4.6370 1.6574 0.000
C -2.7290 -4.4660 0.2091 0.000
C -1.3410 -4.3739 -0.4072 0.001
C -0.6933 -3.0386 -0.2609 0.008
O 0.5331 -2.8652 -0.5385 0.007
O -1.3681 -2.0036 0.0749 0.010
H 2.2595 -1.1173 5.7524 0.000
H 3.0854 -2.2129 4.6378 0.000
H 2.4692 -2.8161 6.1728 0.000
H -0.1241 -0.8422 5.5910 0.000
H -2.2649 -1.3931 4.5079 0.000
H -0.4087 -4.7327 2.5661 0.000
H 1.7242 -4.1755 3.6559 0.000
H -3.0933 -5.5148 2.0010 0.000
H -3.3156 -3.5881 -0.0639 0.000
H -3.2435 -5.3290 -0.2095 0.000
H -1.4251 -4.5180 -1.4901 0.000
H -0.6638 -5.1451 -0.0403 0.000
N -3.5210 -0.1415 0.5250 0.001
C -2.8942 0.7813 1.5200 0.001
C -1.4103 0.7004 1.2478 0.014
O -0.6602 0.3378 2.2222 0.006
O -1.0160 0.8335 0.0784 0.002
H -3.1317 -1.0941 0.6646 0.000
H -3.3065 0.1456 -0.4344 0.000
H -4.5273 -0.2090 0.6708 0.000
H -3.1268 0.4088 2.5133 0.000
H -3.2754 1.7886 1.3710 0.000
F -0.0011 0.9303 -2.6125 0.007
C -0.0449 -0.4219 -2.3262 0.011
F 0.8820 -1.0180 -3.1552 0.003
C -1.3883 -0.8750 -2.9225 0.003
F -1.5403 -0.5392 -4.1936 0.001
F -1.5319 -2.2081 -2.8240 0.000
F -2.4353 -0.3194 -2.2424 0.001

81
Properties=species:S:1:pos:R:3:lowdin_spin:R:1 method="wB97M-V/def2-TZVPD" charge=-1 homo_energy_ev="-5.08 / -5.05" de_lowest_kcal_mol=0.0 s_squared=0.757 homo_lumo_gap_ha="0.276 / 0.252" multiplicity=2
Ru -0.6524 0.2958 0.4598 0.874
C 1.6128 3.0424 -0.8908 0.000
C 2.5677 2.4890 0.1187 0.001
C 3.9379 2.6472 -0.0561 0.000
C 4.8363 2.2023 0.8996 0.001
C 4.3549 1.5982 2.0483 0.000
C 2.9909 1.4133 2.2527 0.001
C 2.5302 0.7519 3.5205 0.001
C 2.0877 1.8488 1.2684 0.000
N 0.6908 1.6345 1.4374 0.013
C 0.1482 2.2528 2.5111 0.008
O 0.6582 3.1114 3.2269 0.018
C -1.2369 1.7633 2.8500 -0.002
C -1.9998 2.2178 3.9098 0.003
C -3.2618 1.6683 4.0962 -0.002
C -3.7385 0.6945 3.2262 0.003
C -2.9219 0.2884 2.1885 -0.003
N -1.7080 0.8126 2.0527 -0.007
C -3.2916 -0.7352 1.1422 0.011
O -4.3646 -1.3232 1.2393 0.027
N -2.3410 -0.8965 0.1911 0.022
C -2.5649 -1.9964 -0.6982 0.001
C -2.8497 -1.7505 -2.0461 0.001
C -3.0135 -0.3495 -2.5469 0.000
C -3.0214 -2.8235 -2.9123 0.000
C -2.9618 -4.1270 -2.4522 0.001
C -2.7507 -4.3583 -1.1052 0.000
C -2.5514 -3.3109 -0.2115 0.001
C -2.4184 -3.6157 1.2536 0.002
H 2.1483 3.4731 -1.7383 0.000
H 0.9764 3.8082 -0.4426 0.000
H 0.9559 2.2565 -1.2532 0.000
H 4.2957 3.1403 -0.9530 0.000
H 5.9020 2.3346 0.7548 0.000
H 5.0469 1.2526 2.8092 0.000
H 3.3445 0.1798 3.9681 0.000
H 1.6964 0.0758 3.3322 0.001
H 2.1937 1.5034 4.2370 0.000
H -1.5919 2.9906 4.5454 0.000
H -3.8822 2.0089 4.9154 0.000
H -4.7186 0.2487 3.3186 0.000
H -2.0600 0.1716 -2.5581 0.000
H -3.6730 0.2240 -1.8957 0.001
H -3.4233 -0.3520 -3.5582 0.000
H -3.2279 -2.6238 -3.9577 0.000
H -3.1009 -4.9565 -3.1354 0.000
H -2.7499 -5.3749 -0.7277 0.000
H -2.0659 -4.6379 1.4093 0.000
H -3.3914 -3.5097 1.7379 0.000
H -1.7244 -2.9383 1.7471 0.001
C 0.6551 -5.7271 -0.7620 0.000
C 1.4047 -4.5287 -0.2345 0.000
O 0.8980 -3.3554 -0.8945 0.001
P 1.2924 -1.9164 -0.3550 0.001
S 0.6188 -0.4974 -1.5413 -0.007
S 0.5719 -1.5308 1.4809 0.014
O 2.8785 -2.1026 -0.3361 -0.001
C 3.7272 -1.0884 0.2401 0.000
C 5.1598 -1.4821 -0.0212 0.000
H 1.0561 -6.6418 -0.3214 0.000
H 0.7546 -5.7846 -1.8461 0.000
H -0.4020 -5.6502 -0.5223 0.000
H 2.4738 -4.6058 -0.4390 0.000
H 1.2672 -4.4168 0.8454 0.000
H 3.5119 -1.0283 1.3061 0.000
H 3.4896 -0.1241 -0.2118 0.000
H 5.3982 -2.4325 0.4586 0.000
H 5.8201 -0.7112 0.3769 0.000
H 5.3418 -1.5765 -1.0922 0.000
F -0.8103 5.8900 -5.1247 0.001
C -1.0427 5.0731 -4.0901 0.002
C -1.7155 5.5287 -2.9721 0.000
F -2.1363 6.7995 -2.9250 0.000
C -1.9468 4.6734 -1.9120 0.002
F -2.6003 5.1867 -0.8627 0.000
C -1.5327 3.3398 -1.9010 0.000
Se -1.9820 2.3333 -0.3414 0.008
C -0.8696 2.9226 -3.0476 0.002
F -0.4167 1.6698 -3.1663 0.000
C -0.6182 3.7610 -4.1210 0.000
F 0.0357 3.3022 -5.1954 0.000